[1]
Entry from the Open Molecules 2025 dataset: a structure of composition C3H7N3O2 in a non-equilibrium geometry (wB97M-V/def2-TZVPD).

Geometry (Å):
C1 -0.43036 2.00117 0.45449
C2 -0.94965 0.48771 -0.06232
C3 1.39611 -0.13070 -0.14920
H1 -1.40542 2.69115 1.19195
H2 0.55784 1.66409 1.36644
H3 -0.08830 2.51704 -0.67659
H4 1.82298 -1.73554 1.28676
H5 3.46760 -0.97912 0.60748
H6 -3.11781 -1.38682 -0.60950
H7 -1.37456 -1.64450 -1.14641
N1 2.22058 -1.30752 0.37642
N2 -2.12379 0.04414 0.01920
N3 -2.19467 -1.37363 -0.10122
O1 0.07100 -0.46615 0.17109
O2 1.76978 0.86412 -0.86344

Values from the calculation:
Spin multiplicity: 1
LUMO (Eh): 0.0070
Total charge: 0

[2]
Entry from the Open Molecules 2025 dataset: the ion C4H9N2OS with charge +1 in a non-equilibrium geometry (wB97M-V/def2-TZVPD).

Geometry (Å):
C1 1.50548 0.10312 0.86612
C2 -0.70369 -0.65286 -0.38794
C3 2.19338 0.63974 -0.34313
C4 -1.93648 -1.46102 -0.24129
N1 -0.16928 1.34655 0.73404
N2 -1.02755 0.70069 0.14822
O1 -2.16404 1.09392 -0.11328
S1 0.61322 -1.29043 0.80636
H1 2.18654 0.23951 1.69419
H2 -0.51171 -0.49113 -1.48727
H3 3.22199 0.11553 -0.42913
H4 2.24726 1.73418 -0.37948
H5 1.62510 0.46148 -1.29274
H6 -1.78254 -2.51864 -0.56280
H7 -2.72452 -0.79417 -0.70186
H8 -2.27670 -1.53449 0.71608
H9 -0.29646 2.30801 0.97391

Values from the calculation:
Spin multiplicity: 1
LUMO (Eh): -0.1974
Total charge: +1

[3]
Entry from the Open Molecules 2025 dataset: a cluster of 2 separate species, C2H3N3O in total in a non-equilibrium geometry (wB97M-V/def2-TZVPD).

Geometry (Å):
C1 1.07854 -1.15874 -0.21529
C2 0.28379 -0.04736 -0.20056
N1 1.02697 1.01470 0.08880
N2 2.21010 0.63920 0.24519
N3 -2.56017 0.92201 -0.24443
O1 2.30393 -0.72038 0.06693
H1 0.91376 -2.20038 -0.38741
H2 -2.33443 1.51459 0.54810
H3 -2.92248 0.03635 0.09866

Values from the calculation:
Spin multiplicity: 1
LUMO (Eh): -0.1169
Total charge: 0

Frontier orbital gap for every record listed, in sequence, given in eV: 9.76, 9.41, 6.51.
Energy for every record listed, in sequence, given in eV: -11782.69459, -20145.09452, -8632.09392.
Energy above the lowest of the compared OMol25 structures with the same formula, charge and spin for every record listed, in sequence, given in kcal/mol: 198.75, 140.81, 193.72.